10
Properties=species:S:1:pos:R:3:forces:R:3 method="wB97M-V/def2-TZVPD" e_lumo_ev=1.250 smiles=CCN gap_ev=10.4 de_lowest_kcal_mol=12.3 energy_ha=-135.12542 charge=0 homo_ev=-9.127
N -0.965346 0.290527 0.943076 1.2 -2.4 -0.7
C -0.388754 0.474907 -0.475976 -2.6 -1.4 0.2
C 0.796744 -0.500256 -0.617555 0.6 -1.0 -0.2
H -1.201252 0.159181 -1.231490 1.2 0.5 0.8
H 1.313172 -0.557640 -1.611753 -0.6 0.8 0.7
H -1.815833 0.776695 1.120513 -0.6 0.5 -0.3
H -0.256907 1.563909 -0.660054 0.6 -0.9 0.3
H 1.562769 -0.259808 0.157461 -0.5 -0.4 -0.5
H 0.483495 -1.614249 -0.533602 0.1 1.9 0.4
H -1.184832 -0.752795 1.141885 0.6 2.4 -0.7

***

10
Properties=species:S:1:pos:R:3:forces:R:3 method="wB97M-V/def2-TZVPD" e_lumo_ev=1.211 smiles=CNC gap_ev=9.0 de_lowest_kcal_mol=32.3 energy_ha=-135.09359 charge=0 homo_ev=-7.820
N 0.013450 0.440859 -0.090142 0.4 2.4 -1.6
C 1.275860 -0.231900 -0.026642 -0.6 -1.4 3.1
C -1.307027 -0.141761 0.046934 0.5 -1.6 -1.8
H 1.142726 -1.308581 -0.355060 0.8 1.3 0.4
H 2.124962 0.316130 -0.388023 0.0 0.1 -1.6
H -1.352941 -0.734499 0.933608 -0.6 0.1 1.4
H -1.538822 -1.024384 -0.707331 0.8 1.9 0.6
H 0.227125 1.442184 0.071544 -1.5 -1.1 -0.1
H 1.608122 -0.125264 1.071030 -0.3 -1.4 -0.8
H -2.118322 0.590369 -0.116521 0.6 -0.3 0.5

***

11
Properties=species:S:1:pos:R:3:forces:R:3 method="wB97M-V/def2-TZVPD" e_lumo_ev=-8.417 gap_ev=7.0 de_lowest_kcal_mol=113.1 energy_ha=-189.50007 charge=+1 homo_ev=-15.407
N 0.508096 0.541920 0.176642 0.9 0.1 -0.5
N 0.004491 -0.952463 -1.427927 -0.4 0.2 -0.1
C 0.333904 -0.817991 -0.030076 -1.1 -0.1 -0.1
C -0.399387 1.192583 0.953778 -0.6 -0.1 0.6
H -0.729441 2.089300 0.390364 0.1 0.0 -0.1
H 0.151003 1.730465 1.753692 0.2 0.1 0.0
H 0.390394 -1.765950 -1.886400 0.4 0.3 -0.2
H 0.053585 -0.075505 -1.932964 0.0 -0.3 -0.4
H -0.421688 -1.290590 0.594273 0.1 -0.2 0.3
H 1.336452 -1.252599 0.073443 0.4 -0.1 0.4
H -1.227409 0.600831 1.335174 -0.1 0.0 0.2